{"formula": "C32H36CdN8O4S", "method": "wB97M-V/def2-TZVPD", "elements": ["Cd", "O", "C", "C", "C", "C", "C", "C", "C", "N", "C", "C", "N", "C", "C", "C", "C", "C", "C", "C", "O", "H", "H", "H", "H", "H", "H", "H", "H", "H", "H", "H", "H", "H", "H", "N", "C", "C", "C", "C", "C", "C", "S", "O", "O", "N", "C", "N", "C", "C", "C", "N", "H", "H", "H", "H", "H", "H", "H", "H", "H", "C", "C", "N", "C", "C", "N", "C", "C", "H", "H", "H", "H", "H", "H", "H", "H", "H", "H", "H", "H", "H"], "coordinates": [[0.7206, 0.0292, 0.1652], [1.8927, -1.4902, -1.0250], [3.1515, -1.7857, -0.9929], [3.6933, -2.6375, -2.0133], [5.0276, -2.9067, -2.0812], [5.9341, -2.3345, -1.1651], [5.4732, -1.5320, -0.1380], [4.0935, -1.2838, 0.0222], [3.6957, -0.4454, 1.1577], [2.6785, 0.3414, 1.2913], [2.4911, 1.0803, 2.5702], [1.3382, 2.1128, 2.5446], [0.1182, 1.6116, 1.8942], [-0.9679, 2.2956, 1.7928], [-2.1914, 1.9266, 1.0563], [-3.1278, 2.8861, 0.6230], [-4.2507, 2.5185, -0.1308], [-4.4855, 1.1704, -0.4400], [-3.5986, 0.1799, -0.0481], [-2.3799, 0.4938, 0.6469], [-1.4928, -0.4252, 0.8759], [2.9832, -3.0681, -2.7294], [5.3964, -3.5622, -2.8669], [6.9957, -2.5442, -1.2779], [6.1617, -1.0750, 0.5707], [4.4161, -0.5040, 1.9971], [3.4068, 1.5933, 2.9041], [2.2209, 0.3487, 3.3599], [1.6708, 3.0051, 1.9776], [1.1306, 2.3718, 3.6203], [-1.0409, 3.2572, 2.3337], [-2.9788, 3.9407, 0.8787], [-4.9886, 3.2805, -0.3752], [-5.3920, 0.9159, -0.9972], [-3.7326, -0.8774, -0.2660], [-3.0370, 6.7410, -1.2538], [-2.1348, 5.7337, -1.4574], [-0.9078, 5.7220, -0.7666], [0.0471, 4.7638, -1.0457], [-0.1963, 3.7838, -2.0285], [-1.3869, 3.8402, -2.7538], [-2.3943, 4.7137, -2.4045], [0.8284, 2.3786, -2.2236], [1.3835, 2.5048, -3.5614], [1.7311, 2.3717, -1.0818], [-0.0641, 1.0582, -1.9833], [-0.6687, 0.3048, -2.9232], [-0.8660, -0.9873, -2.5794], [-1.2802, -1.8415, -3.5135], [-1.6236, -1.4146, -4.7900], [-1.5158, -0.0325, -5.0031], [-1.0338, 0.8253, -4.1170], [-2.8916, 7.4932, -0.6112], [-3.8218, 6.8237, -1.8716], [-0.6881, 6.4662, -0.0055], [0.9933, 4.7325, -0.4925], [-1.5654, 3.1134, -3.5351], [-3.3675, 4.6394, -2.8740], [-1.2990, -2.8972, -3.2131], [-1.9393, -2.0840, -5.5809], [-1.8465, 0.4468, -5.9216], [-0.8733, -4.3028, 1.1825], [0.3609, -3.4078, 0.9500], [0.9598, -2.9032, 2.2425], [1.2572, -4.1315, 3.0440], [-0.0136, -4.9571, 3.3490], [-1.1755, -4.3298, 2.6358], [-1.3985, -2.9497, 3.1067], [-0.0738, -2.1680, 3.0613], [-0.6877, -5.3390, 0.8540], [-1.7542, -3.9490, 0.6399], [0.0849, -2.5901, 0.2821], [1.1633, -3.9567, 0.4524], [1.7483, -3.8079, 3.9638], [1.9673, -4.7397, 2.4930], [-0.2094, -4.9861, 4.4241], [0.0625, -5.9879, 3.0053], [-2.0397, -4.9019, 2.8041], [-1.7947, -2.9915, 4.1363], [-2.1815, -2.4635, 2.4936], [0.3470, -2.0574, 4.0744], [-0.2667, -1.1671, 2.6620]], "energy_ha": -2545.86680, "orbital_gap_ev": 5.897, "relative_energy_kj_mol": 0.0}

***

{"formula": "C32H36F10GaINO28", "method": "wB97M-V/def2-TZVPD", "elements": ["C", "C", "Ga", "F", "I", "N", "C", "C", "C", "O", "H", "H", "H", "H", "H", "H", "H", "H", "H", "C", "C", "O", "C", "O", "O", "F", "H", "H", "H", "C", "C", "O", "C", "O", "O", "F", "H", "H", "H", "C", "C", "O", "C", "O", "O", "F", "H", "H", "H", "C", "C", "O", "C", "O", "O", "F", "H", "H", "H", "C", "C", "O", "C", "O", "O", "F", "H", "H", "H", "C", "C", "O", "C", "O", "O", "F", "H", "H", "H", "C", "C", "O", "C", "O", "O", "F", "H", "H", "H", "C", "C", "O", "C", "O", "O", "F", "H", "H", "H", "C", "C", "O", "C", "O", "O", "F", "H", "H", "H"], "coordinates": [[-0.8240, 1.0332, 1.9645], [-0.8608, 1.8645, 0.9040], [-0.4725, 1.1087, -0.8997], [-0.3728, -0.7078, -0.7452], [-2.3826, 1.8253, -2.5528], [1.2079, 1.6576, -1.6405], [1.6603, 2.9726, -1.1790], [2.1819, 0.6626, -1.5196], [2.6400, 0.2077, -0.1540], [2.6489, 0.0990, -2.5058], [-1.2867, 0.0608, 1.8365], [-0.3331, 1.2644, 2.9041], [-1.1008, 2.9150, 1.0549], [0.8270, 3.6659, -1.2454], [2.0656, 2.9869, -0.1644], [2.4159, 3.3449, -1.8723], [3.0234, 1.0007, 0.4798], [1.8482, -0.3488, 0.3390], [3.4487, -0.4968, -0.3172], [-4.9527, 0.2811, 2.2297], [-6.0081, 0.6851, 3.2291], [-5.2436, 1.2824, 4.2557], [-4.1086, 1.7904, 3.6685], [-3.3864, 2.5647, 4.1933], [-3.9562, 1.2864, 2.4297], [-6.6720, -0.3917, 3.7454], [-4.5302, -0.6987, 2.4574], [-5.3070, 0.2882, 1.2029], [-6.7375, 1.4048, 2.8566], [5.9956, -0.8339, -3.5156], [6.4906, 0.5901, -3.5072], [7.6621, 0.5081, -4.3097], [7.4760, -0.5195, -5.1916], [8.1282, -0.7001, -6.1612], [6.4369, -1.2912, -4.8032], [6.8426, 1.0105, -2.2660], [6.4632, -1.4345, -2.7345], [4.9128, -0.9048, -3.4231], [5.8000, 1.3111, -3.9456], [3.8651, -2.3037, -6.5254], [2.6300, -1.6649, -7.1087], [2.0848, -2.7246, -7.8853], [2.4660, -3.8943, -7.2984], [1.9857, -4.9518, -7.5316], [3.4639, -3.6792, -6.4112], [2.9384, -0.6240, -7.9155], [4.7247, -2.2271, -7.1888], [4.1305, -1.8947, -5.5572], [1.8936, -1.3391, -6.3721], [-6.3808, 3.7848, 6.7198], [-5.2957, 4.5627, 6.0140], [-5.0913, 5.6584, 6.8972], [-5.4096, 5.2340, 8.1509], [-5.1203, 5.8002, 9.1489], [-6.1028, 4.0711, 8.0958], [-5.7137, 5.0322, 4.8100], [-7.3756, 4.1544, 6.4658], [-6.3345, 2.7191, 6.5253], [-4.3606, 4.0225, 5.8790], [9.8216, 2.1107, -1.4378], [11.2979, 2.3823, -1.6048], [11.6747, 2.8249, -0.3145], [10.8222, 2.2410, 0.5812], [11.0065, 2.1905, 1.7469], [9.7488, 1.7226, -0.0606], [11.5398, 3.3707, -2.5029], [9.2245, 3.0093, -1.5960], [9.4545, 1.3204, -2.0857], [11.8923, 1.5075, -1.8736], [-10.0567, 0.2717, 5.8402], [-8.6318, 0.7508, 5.7217], [-8.3496, 1.1923, 7.0428], [-9.1234, 0.4511, 7.8896], [-8.9634, 0.3694, 9.0564], [-10.1023, -0.1867, 7.1974], [-8.5184, 1.8055, 4.8687], [-10.7725, 1.0841, 5.7064], [-10.2939, -0.5329, 5.1483], [-7.9185, -0.0152, 5.4381], [7.6281, 1.4223, -10.4957], [8.1122, -0.0024, -10.6445], [7.6876, -0.5946, -9.4341], [6.5808, 0.0830, -9.0166], [5.8237, -0.2946, -8.1935], [6.4592, 1.2552, -9.6902], [9.4643, -0.0746, -10.7314], [8.3560, 2.0357, -9.9630], [7.3811, 1.8950, -11.4426], [7.6745, -0.5446, -11.4847], [-12.4872, -4.1520, 7.2522], [-11.0320, -4.4845, 7.4952], [-10.4727, -4.3512, 6.1984], [-11.2278, -3.4416, 5.5257], [-10.8983, -2.9044, 4.5234], [-12.4013, -3.2257, 6.1634], [-10.8665, -5.7581, 7.9255], [-13.0505, -5.0319, 6.9392], [-12.9740, -3.6972, 8.1102], [-10.5192, -3.8068, 8.1793], [2.2701, -4.9319, -1.3835], [1.3017, -4.3130, -0.3979], [2.1706, -3.8477, 0.6223], [3.3663, -3.5724, 0.0374], [4.2252, -2.9248, 0.5307], [3.4398, -4.1269, -1.1967], [0.4546, -5.2378, 0.1246], [2.4955, -5.9678, -1.1252], [1.9264, -4.8824, -2.4128], [0.7222, -3.4733, -0.7870]], "total_charge": -1, "energy_ha": -6623.86119, "orbital_gap_ev": 6.709}

***

{"formula": "C32H36FeN14PS", "method": "wB97M-V/def2-TZVPD", "elements": ["Fe", "C", "C", "C", "C", "C", "C", "C", "P", "C", "C", "C", "C", "C", "C", "C", "C", "C", "C", "C", "C", "C", "C", "H", "H", "H", "H", "H", "H", "H", "H", "H", "H", "H", "H", "H", "H", "H", "H", "H", "H", "H", "H", "N", "C", "N", "N", "N", "N", "C", "N", "N", "N", "N", "H", "N", "N", "H", "H", "H", "H", "C", "C", "N", "H", "H", "H", "N", "C", "S", "N", "C", "C", "C", "C", "C", "C", "H", "H", "H", "H", "H", "H", "H", "H"], "coordinates": [[-1.9543, 0.3519, -0.3732], [2.2351, 2.6282, 0.9450], [2.9729, 1.4323, 1.4792], [4.3346, 1.5178, 1.7471], [5.0425, 0.4362, 2.2497], [4.3859, -0.7621, 2.4723], [3.0260, -0.8621, 2.2161], [2.2973, 0.2249, 1.7385], [0.4648, 0.1763, 1.4690], [0.1869, -1.6320, 1.7727], [0.3459, -2.3702, 0.5969], [0.2434, -3.7514, 0.5843], [-0.0248, -4.4233, 1.7661], [-0.2113, -3.6995, 2.9347], [-0.1240, -2.3082, 2.9626], [-0.4013, -1.5911, 4.2524], [-0.0639, 1.2002, 2.8778], [0.7635, 1.5341, 3.9485], [0.4007, 2.5053, 4.8633], [-0.7682, 3.2417, 4.6405], [-1.5930, 2.9464, 3.5834], [-1.3365, 1.8422, 2.7278], [-2.2836, 1.3663, 1.7992], [2.9227, 3.3533, 0.5071], [1.6801, 3.1190, 1.7486], [1.5072, 2.3281, 0.1902], [4.8472, 2.4557, 1.5627], [6.1025, 0.5265, 2.4542], [4.9285, -1.6215, 2.8473], [2.5284, -1.8062, 2.3953], [0.5578, -1.8413, -0.3263], [0.3791, -4.2985, -0.3410], [-0.1049, -5.5038, 1.7787], [-0.4224, -4.2241, 3.8599], [-0.6253, -2.3035, 5.0469], [-1.2617, -0.9338, 4.1227], [0.4491, -0.9837, 4.5560], [1.7114, 1.0232, 4.0750], [1.0254, 2.7082, 5.7243], [-1.0254, 4.0489, 5.3175], [-2.4924, 3.5271, 3.4105], [-3.2438, 1.8626, 1.7185], [-2.3038, 0.2800, 1.7089], [-4.7846, 1.9500, -2.2008], [-3.5700, 2.5692, -2.2161], [-3.3568, 3.6931, -2.8988], [-2.0784, 3.9817, -2.6807], [-1.5597, 3.0883, -1.9123], [-2.4664, 2.1545, -1.5902], [-5.1183, 0.8870, -1.4048], [-6.3549, 0.4039, -1.3578], [-6.2736, -0.6266, -0.5106], [-5.0674, -0.7499, -0.0757], [-4.2784, 0.2065, -0.6220], [-5.5413, 2.4065, -2.6785], [-3.5423, -1.6957, 2.3687], [-2.8084, -1.8981, 1.1513], [-4.2829, -2.3883, 2.4379], [-4.0188, -0.8101, 2.2508], [-3.4624, -2.0264, 0.3832], [-2.2593, -2.7412, 1.2689], [-3.3678, -2.5730, -3.6857], [-2.6483, -1.9470, -2.5978], [-2.1025, -1.4476, -1.7264], [-4.1138, -3.2571, -3.2840], [-2.6791, -3.1226, -4.3252], [-3.8715, -1.8070, -4.2737], [1.3881, 2.5655, -2.0872], [1.5372, 1.3776, -2.6654], [0.4747, 0.1083, -2.3864], [2.6923, 1.2548, -3.4036], [3.1972, 0.2327, -4.2229], [4.5705, 0.2491, -4.4759], [5.1503, -0.6875, -5.3128], [4.3693, -1.6560, -5.9232], [3.0037, -1.6696, -5.6850], [2.4125, -0.7383, -4.8461], [0.3932, 2.8815, -1.8753], [2.0118, 3.3090, -2.3704], [3.3502, 2.0054, -3.2652], [5.1892, 1.0051, -4.0041], [6.2179, -0.6581, -5.4897], [4.8198, -2.3855, -6.5836], [2.3782, -2.4096, -6.1681], [1.3521, -0.7547, -4.6658]], "s_squared": 6.012, "total_charge": -1, "multiplicity": 5, "energy_ha": -4010.86827, "orbital_gap_ev": [5.719, 5.919]}